Entry 1:
C11H25NNbO6 | wB97M-V/def2-TZVPD

Geometry as XYZ:
```
44
Properties=species:S:1:pos:R:3
C 4.346 0.697 2.262
C 3.999 -0.039 1.342
C 3.307 -0.997 0.302
Nb 1.018 -1.027 0.677
N -1.088 -1.004 0.955
C -1.569 0.033 1.909
C -1.143 1.516 1.516
H 4.308 1.431 3.105
H 3.428 -0.463 -0.698
H 3.763 -2.025 0.298
H 0.795 -2.029 -0.842
H 0.920 0.524 -0.300
H 1.270 -0.071 2.224
H 1.260 -2.568 1.631
H -1.450 -1.936 1.199
H -2.712 0.024 1.866
H -1.208 -0.133 2.972
H -1.315 1.663 0.407
H -1.820 2.257 2.064
H -0.094 1.776 1.843
C -7.978 1.179 4.082
O -7.746 1.812 2.826
C -6.586 1.467 2.243
O -5.773 0.699 2.689
O -6.494 2.126 1.082
C -5.298 1.855 0.346
H -8.939 1.530 4.457
H -8.027 0.095 3.964
H -7.204 1.453 4.801
H -5.241 0.799 0.079
H -4.417 2.157 0.914
H -5.333 2.440 -0.572
C 4.694 -2.981 -5.762
O 4.351 -2.204 -4.619
C 5.254 -1.266 -4.299
O 6.286 -1.048 -4.887
O 4.811 -0.617 -3.219
C 5.677 0.420 -2.759
H 3.894 -3.703 -5.923
H 4.775 -2.349 -6.648
H 5.624 -3.526 -5.592
H 5.797 1.189 -3.524
H 6.646 0.011 -2.468
H 5.215 0.872 -1.882
```

The highest occupied orbital energy comes out at -0.16330 Ha. The charge is -1. The value obtained for the gap between HOMO and LUMO is 6.80 eV.

=====

Entry 2:
C14H27N7O7Sc | wB97M-V/def2-TZVPD

Geometry as XYZ:
```
56
Properties=species:S:1:pos:R:3
O -0.234 0.270 -3.517
H -0.294 0.603 -4.433
Sc 0.194 -0.013 -0.985
N -0.379 2.236 0.252
N 1.283 1.751 -1.429
N -1.425 -0.547 0.526
N -1.135 -1.623 -1.762
O -1.303 2.453 1.174
O -1.713 0.047 1.717
O -0.940 -2.206 -3.002
O 2.176 1.076 -2.070
C 1.443 3.005 -0.953
C 0.505 3.259 0.084
C -2.020 -1.749 0.376
C -1.843 -2.357 -0.912
C 0.554 4.407 1.014
H 0.892 4.099 2.010
H -0.438 4.842 1.123
H 1.234 5.163 0.634
C 2.504 3.909 -1.431
H 2.331 4.190 -2.480
H 3.486 3.427 -1.337
H 2.503 4.832 -0.846
C -2.754 -2.454 1.468
C -2.332 -3.705 -1.310
H -3.102 -1.738 2.217
H -2.139 -3.204 1.993
H -3.619 -3.001 1.067
H -1.610 -4.200 -1.972
H -3.294 -3.630 -1.842
H -2.486 -4.320 -0.416
H -1.582 1.059 1.512
H -0.623 -1.420 -3.530
C -1.194 1.081 -2.726
H -0.649 1.976 -2.407
H -1.578 0.520 -1.854
H -2.074 1.382 -3.319
O -3.829 2.871 -0.179
H -4.492 2.163 -0.072
H -3.210 2.752 0.573
C 2.845 -3.736 0.399
N 2.413 -2.533 1.116
C 2.642 -2.407 2.460
C 2.218 -1.284 3.115
C 1.538 -0.295 2.365
N 1.368 -0.409 1.036
C 1.793 -1.532 0.420
O 1.555 -1.669 -0.833
N 1.033 0.819 2.913
H 2.336 -4.614 0.813
H 3.930 -3.835 0.506
H 2.589 -3.632 -0.654
H 3.161 -3.241 2.943
H 2.339 -1.130 4.187
H 0.396 1.366 2.337
H 1.035 0.924 3.922
```

The highest occupied orbital energy (spin up / spin down) comes out at -0.34251 / -0.34269 Ha. The charge is +1. The energy above the lowest of the compared OMol25 structures with the same formula, charge and spin is 0.0 kJ/mol. The value obtained for the gap between HOMO and LUMO (spin up / spin down) is 5.32 / 5.33 eV.

=====

Entry 3:
C29H61N4O4SSi | wB97M-V/def2-TZVPD

Geometry as XYZ:
```
100
Properties=species:S:1:pos:R:3
C 2.437 -4.156 4.069
C 2.443 -3.627 2.528
N 3.394 -2.528 2.423
C 2.879 -1.174 2.091
C 1.463 -0.779 2.643
C 0.311 -0.329 1.568
C -0.728 0.469 2.524
C -2.261 0.160 2.279
C -2.759 -1.135 3.131
C -3.584 -2.183 2.265
N -4.642 -1.587 1.407
C -5.636 -0.849 2.270
C -5.348 -2.679 0.701
C -6.346 -2.376 -0.527
O -5.197 -3.884 0.988
C -0.252 -1.664 0.943
C -1.176 -1.530 -0.338
O -0.549 -1.973 -1.573
Si -1.678 -2.056 -2.885
C -2.549 -3.781 -2.732
C -0.809 -2.098 -4.618
C -2.929 -0.617 -2.966
C 1.084 0.658 0.589
C 0.242 1.423 -0.500
O -0.810 2.256 0.004
C -1.274 3.207 -0.977
C -0.690 4.675 -0.674
C 2.181 -0.203 -0.182
N 3.231 -0.847 0.650
O 4.287 0.070 0.633
C 3.809 -2.039 -0.123
C 4.099 -1.678 -1.681
C 5.344 -2.538 -2.256
S 4.773 -3.866 -3.453
H 2.499 -3.199 4.701
H 1.417 -4.607 4.310
H 3.275 -4.882 4.287
H 1.365 -3.472 2.254
H 2.839 -4.523 1.926
H 3.977 -2.487 3.271
H 3.610 -0.519 2.696
H 1.563 0.150 3.312
H 0.938 -1.539 3.311
H -0.528 0.256 3.635
H -0.559 1.600 2.421
H -2.609 0.142 1.205
H -2.838 1.031 2.760
H -3.325 -0.778 4.060
H -1.813 -1.644 3.494
H -2.894 -2.888 1.683
H -4.123 -2.868 3.018
H -6.073 -1.563 3.043
H -6.478 -0.511 1.587
H -5.184 0.084 2.727
H -5.718 -1.841 -1.304
H -7.194 -1.755 -0.104
H -6.754 -3.369 -0.918
H 0.647 -2.297 0.601
H -0.788 -2.335 1.702
H -2.073 -2.234 -0.174
H -1.617 -0.508 -0.530
H -1.954 -4.546 -3.318
H -2.547 -4.073 -1.633
H -3.610 -3.662 -3.142
H -0.794 -1.057 -5.068
H 0.229 -2.552 -4.574
H -1.446 -2.756 -5.290
H -3.414 -0.484 -1.937
H -3.732 -0.907 -3.722
H -2.487 0.366 -3.331
H 1.654 1.404 1.251
H 0.976 2.131 -1.040
H -0.156 0.748 -1.342
H -0.957 2.933 -2.032
H -2.419 3.209 -0.946
H -1.133 5.355 -1.473
H 0.436 4.672 -0.803
H -0.984 5.015 0.365
H 1.612 -0.910 -0.877
H 2.697 0.537 -0.887
H 5.070 -0.319 1.076
H 4.845 -2.327 0.266
H 3.093 -2.918 -0.157
H 3.198 -2.008 -2.301
H 4.328 -0.584 -1.847
H 5.981 -1.806 -2.845
H 5.985 -2.970 -1.423
H 5.028 -5.051 -2.791
C 3.344 7.565 -1.903
C 2.696 8.808 -1.304
C 1.306 8.535 -0.724
C 0.390 8.041 -1.801
N -0.327 7.665 -2.655
H 2.766 7.175 -2.744
H 4.342 7.800 -2.277
H 3.439 6.773 -1.153
H 2.629 9.581 -2.076
H 3.341 9.200 -0.512
H 0.890 9.450 -0.296
H 1.361 7.785 0.070
```

The highest occupied orbital energy comes out at -0.41825 Ha. The charge is +1. The value obtained for the gap between HOMO and LUMO is 8.94 eV.